17
Properties=species:S:1:pos:R:3:forces:R:3:mulliken_charge:R:1 method="wB97M-V/def2-TZVPD" total_charge=+1 spin_multiplicity=1 e_above_lowest_kcal_mol=24.3 largest_force_ha_per_bohr=0.02270 homo_lumo_gap_ev=10.1 lumo_ev=-3.65
O -1.42400 -5.13035 1.08876 0.1 0.2 -0.2 -0.65
C 0.72325 1.23182 -0.12939 0.3 0.0 -0.8 0.16
H 1.45446 -0.46534 1.03629 0.1 0.4 0.2 0.40
O -0.66739 3.07725 0.23524 0.4 0.4 1.0 -0.42
H 1.50669 1.97130 0.02271 0.1 -0.1 0.4 0.33
N 1.08067 0.55759 -1.44093 0.7 -0.6 -0.1 -0.36
C 0.58117 0.18496 0.94449 -0.6 -0.4 -0.2 -1.34
H 0.30131 -0.00617 -1.78487 -0.4 0.3 -0.1 0.36
H -0.24599 -0.47975 0.66329 0.0 0.1 0.2 0.40
H 0.32479 0.67221 1.88418 0.2 -0.2 0.1 0.36
C -0.54845 1.99026 -0.49319 -0.3 0.8 -0.7 0.53
H 1.86093 -0.09961 -1.34594 0.1 0.2 0.3 0.35
H -2.21093 -4.58974 0.95653 0.0 -0.2 0.2 0.32
H -1.35738 3.73251 0.02718 -0.1 -0.7 -0.4 0.39
O -1.22006 1.68452 -1.44031 -0.1 -0.3 0.1 -0.51
H -1.51307 -5.55307 1.94766 -0.2 0.0 0.0 0.33
H 1.35401 1.22162 -2.17169 -0.3 0.0 0.1 0.36

5
Properties=species:S:1:pos:R:3:forces:R:3:mulliken_charge:R:1 method="wB97M-V/def2-TZVPD" total_charge=0 spin_multiplicity=1 e_above_lowest_kcal_mol=99.3 largest_force_ha_per_bohr=0.06655 homo_lumo_gap_ev="7.5 / 5.9" lumo_ev="-2.36 / -3.11"
Cl 3.16028 -0.03306 0.50081 -1.6 0.0 0.0 -0.44
F -0.18016 0.09552 -1.29651 -0.3 -0.1 1.0 -0.14
Cl -1.16567 1.60210 0.96121 -0.4 0.4 0.6 -0.07
Cl -1.05511 -1.88547 0.62436 -0.4 -0.6 0.5 -0.06
Si -0.42114 -0.07089 0.27686 2.6 0.3 -2.1 0.72